{
  "formula": "C3HNO3S4",
  "method": "ωB97M-V/def2-TZVPD",
  "gap_ev": 5.2,
  "homo_ev": -0.100,
  "charge": -2,
  "species": ["C", "C", "C", "N", "O", "O", "O", "S", "S", "S", "S", "H"],
  "positions_angstrom": [[0.965488, 0.539781, 0.031187], [1.690345, 0.279145, -1.268564], [-0.630244, -0.782161, -1.135683], [-0.263319, -0.093646, 0.010222], [4.215015, 0.498253, -1.610025], [2.887817, 2.400885, -2.477309], [2.754350, 0.224320, -3.598530], [1.516519, 1.209199, 1.430307], [-2.074109, -1.504265, -1.322698], [0.604125, -0.550758, -2.301218], [2.988463, 0.926285, -2.300978], [-0.581573, -0.163527, 0.962862]],
  "forces_ev_per_angstrom": [[2.71, -1.33, -4.56], [-2.76, 1.15, 2.34], [1.80, 1.92, 1.17], [1.17, -0.22, -0.96], [-0.48, 0.36, -0.54], [-0.20, -1.65, 0.55], [0.08, 0.43, 1.36], [0.45, 0.96, 1.61], [-2.02, -1.33, -0.29], [-1.14, -0.87, -0.12], [1.47, 0.96, -0.39], [-1.10, -0.39, -0.17]]
}



{
  "formula": "C3HNdO2",
  "method": "ωB97M-V/def2-TZVPD",
  "gap_ev": [4.0, 4.1],
  "spin_multiplicity": 5,
  "homo_ev": [-10.450, -10.480],
  "charge": 1,
  "species": ["C", "H", "C", "O", "C", "Nd", "O"],
  "positions_angstrom": [[-1.768669, 1.110880, -0.381727], [-2.322142, 2.030226, -0.450875], [-1.034032, 0.166121, -0.195931], [-0.379307, -1.509730, -0.344256], [0.259432, -0.738030, 0.488313], [3.871368, -0.818029, 0.727722], [1.373349, -0.241435, 0.156754]],
  "forces_ev_per_angstrom": [[0.46, -0.48, 0.01], [0.03, -0.51, -0.22], [0.61, 0.48, 2.22], [1.02, -0.63, 0.74], [-3.83, 1.40, -3.29], [-2.80, 0.55, -0.66], [4.50, -0.81, 1.20]]
}



Respective ΔE to the lowest compared entry with this formula, charge and spin values: 0.0000; 5.2923 eV.
Respective E_tot values: -54101.4189; -22483.3087 eV.